[1]
Entry from the Open Molecules 2025 dataset: C26H27FeN3O5S as an isolated structure at a distorted geometry (ωB97M-V with the def2-TZVPD basis set).

Structure (XYZ):
```
63
Properties=species:S:1:pos:R:3:forces:R:3
Fe -1.375 -0.273 1.624 -0.324 0.543 -0.256
O -4.309 -3.025 0.509 0.002 0.022 -0.082
C -3.576 -1.961 0.697 0.066 -0.120 -0.026
O -2.578 -1.954 1.406 -0.200 -0.044 0.189
C -4.061 -0.750 -0.052 0.069 0.060 0.030
O -3.377 0.334 0.521 -0.169 0.043 -0.032
C -3.845 1.641 0.164 -0.005 -0.081 -0.048
C -2.854 2.198 2.468 0.059 -0.025 0.197
O -3.256 3.355 2.986 -0.013 0.036 -0.147
O -2.366 1.239 3.024 -0.063 -0.168 0.217
H -3.932 -3.781 0.987 0.021 -0.057 0.026
H -5.146 -0.663 0.051 -0.010 0.007 0.031
H -3.818 -0.875 -1.115 -0.011 -0.017 -0.006
H -4.918 1.718 0.360 0.004 -0.032 0.056
H -3.659 1.825 -0.899 -0.024 0.006 -0.003
C 4.492 -4.381 0.643 -0.008 0.001 0.028
C 3.320 -4.112 -0.312 -0.030 0.057 0.007
C 2.146 -4.998 0.107 -0.018 -0.002 -0.002
C 3.730 -4.483 -1.743 0.005 -0.014 -0.017
C 2.964 -2.626 -0.271 0.013 -0.038 -0.006
C 3.947 -1.670 -0.527 -0.010 -0.011 -0.035
C 3.654 -0.320 -0.470 -0.051 0.044 0.013
C 2.372 0.146 -0.170 0.170 0.040 0.015
S 2.335 1.863 0.351 -0.022 -0.044 0.008
C -0.292 0.759 -0.398 -0.043 0.077 -0.386
N 0.005 -0.429 0.198 0.879 -0.728 0.227
C 1.355 -0.818 0.017 -0.234 0.215 -0.096
C 1.676 -2.172 -0.019 -0.039 -0.085 -0.051
C -1.648 2.771 0.529 0.071 -0.072 -0.120
C -1.186 3.947 -0.313 0.055 -0.029 -0.031
C -1.818 5.155 0.325 0.021 0.006 0.012
C -2.820 5.124 1.210 0.049 -0.038 0.045
C -3.570 3.891 1.596 0.045 0.092 0.031
C -3.033 2.580 1.031 -0.070 0.052 -0.027
H 4.707 -5.451 0.678 0.010 0.013 -0.018
H 4.254 -4.048 1.656 -0.004 -0.020 -0.007
H 5.400 -3.870 0.325 -0.011 0.006 0.006
H 2.464 -6.041 0.109 -0.007 0.006 -0.006
H 1.305 -4.911 -0.585 0.010 0.003 0.008
H 1.797 -4.753 1.113 0.011 -0.010 -0.009
H 3.963 -5.549 -1.805 0.010 0.014 0.006
H 4.612 -3.926 -2.062 -0.015 -0.004 0.000
H 2.923 -4.269 -2.447 0.004 -0.013 0.006
H 4.958 -1.975 -0.766 -0.008 0.006 0.026
H 4.441 0.407 -0.625 -0.007 -0.007 0.000
H 0.860 -2.867 0.136 0.030 -0.001 0.000
H -1.321 3.915 -1.394 0.004 0.030 0.000
H -1.391 6.118 0.066 -0.037 -0.008 -0.020
H -3.174 6.049 1.649 0.002 -0.004 -0.029
H -4.648 4.025 1.539 -0.014 -0.010 0.066
N -0.316 0.224 -2.751 -0.046 0.105 -0.036
C 0.048 1.129 -1.751 -0.044 -0.080 0.143
C 0.709 2.283 -1.929 0.109 0.112 -0.015
C 1.277 2.985 -0.735 0.024 -0.039 0.021
C 0.274 3.698 0.225 -0.020 -0.031 -0.057
C -0.326 2.761 1.269 0.083 0.056 0.043
N -0.847 1.597 0.580 -0.209 0.200 0.114
H 0.247 0.287 -3.585 0.048 -0.043 -0.006
H -0.377 -0.728 -2.420 0.002 -0.017 0.015
H 0.995 2.624 -2.918 -0.018 0.023 0.032
H 1.990 3.731 -1.079 -0.033 0.031 -0.034
H 0.725 4.587 0.662 -0.015 0.019 -0.003
H -0.108 2.714 2.327 -0.043 -0.032 -0.009
```
Forces are in eV/Å.

Properties
lowest unoccupied orbital energy (alpha / beta)	-2.514 / -3.085	eV
2S+1	6
charge	+1
⟨S²⟩	8.771
HOMO (alpha / beta)	-0.324 / -0.382	Eh

***

[2]
Entry from the Open Molecules 2025 dataset: C6H10N as an isolated structure at a distorted geometry (ωB97M-V with the def2-TZVPD basis set).

Structure (XYZ):
```
17
Properties=species:S:1:pos:R:3:forces:R:3
C 0.318 1.559 0.106 -1.042 -0.593 -2.223
C -0.804 0.467 -0.030 -3.744 3.547 0.054
C 1.173 0.315 0.177 1.089 1.086 -0.181
C 0.068 -0.555 0.299 2.649 -3.932 0.292
C -2.205 0.513 -0.539 0.662 1.119 -2.165
C -0.059 -2.041 0.603 0.477 1.658 -3.082
N 2.462 0.242 -0.127 0.475 1.937 -0.157
H 0.306 2.204 -0.884 0.384 -1.060 1.973
H 0.436 2.167 1.024 -0.515 -0.194 -0.498
H -2.439 1.645 -0.627 -0.360 -2.015 0.640
H -2.863 -0.157 0.078 0.243 0.922 -0.746
H -2.262 0.200 -1.713 0.104 0.245 2.654
H 0.559 -2.608 -0.137 0.334 0.529 0.838
H -1.015 -2.383 0.287 -1.206 -0.136 0.608
H 0.218 -2.223 1.596 0.300 -0.633 1.437
H 3.016 1.093 -0.248 -0.826 0.032 -0.128
H 3.090 -0.440 0.137 0.975 -2.513 0.685
```
Forces are in eV/Å.

Properties
lowest unoccupied orbital energy (alpha / beta)	-2.957 / -7.778	eV
2S+1	3
charge	+1
⟨S²⟩	2.008
HOMO (alpha / beta)	-0.404 / -0.590	Eh

***

[3]
Entry from the Open Molecules 2025 dataset: one molecule with the formula C5H8 at a distorted geometry (ωB97M-V with the def2-TZVPD basis set).

Structure (XYZ):
```
13
Properties=species:S:1:pos:R:3:forces:R:3
C 2.021 -0.134 -0.367 -2.038 1.157 0.299
C 1.054 0.556 0.306 2.210 -0.176 0.383
C -0.294 0.028 0.687 1.069 0.011 -0.136
C -1.492 0.543 -0.018 -1.419 0.652 0.217
C -1.041 -0.838 -0.310 -0.210 -1.206 0.775
H 1.765 -1.094 -0.818 0.278 0.172 0.142
H 2.964 0.344 -0.618 -0.047 -0.255 0.213
H 1.383 1.521 0.804 -0.629 -1.001 -0.781
H -0.354 -0.157 1.776 -0.308 -0.103 -0.780
H -1.368 1.236 -0.834 0.141 0.311 0.080
H -2.415 0.702 0.568 0.606 -0.172 -0.428
H -1.626 -1.675 0.110 0.376 0.533 -0.386
H -0.595 -1.033 -1.287 -0.030 0.079 0.402
```
Forces are in eV/Å.

Properties
lowest unoccupied orbital energy	1.279	eV
SMILES string	C=CC1CC1
HOMO	-0.346	Eh

***

[4]
Entry from the Open Molecules 2025 dataset: a 2-piece molecular cluster, C4H11NO2 overall at a distorted geometry (ωB97M-V with the def2-TZVPD basis set).

Structure (XYZ):
```
18
Properties=species:S:1:pos:R:3:forces:R:3
C 1.957 0.067 -0.432 -0.048 0.327 -1.269
C 0.553 0.124 0.138 0.211 0.690 1.219
C -0.594 0.110 -0.883 0.721 0.840 0.407
N -0.388 0.994 -2.007 -1.359 1.690 -0.781
C -1.920 0.353 -0.140 1.156 -0.707 -1.020
O -2.410 -0.609 0.376 -0.821 0.303 0.732
H 2.765 0.346 0.244 -0.225 -0.757 0.503
H 2.081 -0.882 -0.944 0.615 -0.178 0.110
H 2.116 0.846 -1.198 -0.421 -0.251 -0.015
H 0.330 -0.720 0.805 0.480 0.330 -0.089
H 0.592 1.038 0.777 -0.815 -0.418 -0.325
H -0.747 -0.915 -1.209 0.332 -0.177 -0.366
H -1.015 1.799 -1.945 -0.629 -0.581 -0.111
H 0.441 1.556 -2.137 0.985 -1.002 0.605
H -2.377 1.362 -0.187 -0.071 -0.022 0.272
O -0.156 -1.679 3.098 0.626 0.124 -0.820
H -0.267 -1.818 2.138 -0.175 -0.010 0.834
H -0.962 -1.972 3.506 -0.561 -0.202 0.113
```
Forces are in eV/Å.

Properties
lowest unoccupied orbital energy	0.911	eV
SMILES string	CC[C@H](N)C=O.O
HOMO	-0.357	Eh